The following is a quantum chemistry calculation of a 4-piece molecular cluster, C18H28O6S2 overall, from the Open Molecules 2025 dataset.

Structure (XYZ):
```
54
Properties=species:S:1:pos:R:3:forces:R:3
C -0.03352 -1.01467 -3.32496 -0.4 2.6 -3.4
C 0.13953 0.50252 -3.35925 0.6 -0.9 -0.7
O -0.23652 1.07810 -4.62093 -2.1 1.2 -0.4
S -1.87687 1.41062 -4.91690 0.3 -0.2 -0.8
C -2.12146 0.01616 -6.12668 0.7 1.2 1.3
O -2.65849 1.16419 -3.71276 1.1 0.2 -0.9
O -2.06578 2.68334 -5.63099 1.0 -2.4 1.4
H 0.33096 -1.44810 -2.39362 1.0 3.8 -3.4
H 0.39485 -1.57126 -4.15852 0.7 0.4 -0.3
H -1.04779 -1.41291 -3.35255 -0.4 1.7 -0.9
H -0.32329 0.97187 -2.49114 0.0 0.3 -0.8
H 1.21700 0.64900 -3.28383 0.0 0.5 0.0
H -2.96706 0.34242 -6.73217 0.1 -0.5 0.0
H -2.21398 -0.88356 -5.51838 -0.6 0.1 -0.1
H -1.17016 -0.09489 -6.64707 -0.3 0.4 -0.3
C 0.89169 4.04291 6.60636 0.3 0.5 0.4
C 1.92256 3.74962 5.46579 -1.3 0.2 1.3
O 1.56636 2.50874 4.89046 1.0 -2.4 -1.5
S 2.83050 1.50987 4.43263 0.7 1.0 -0.5
C 1.87216 0.11776 3.71273 0.4 1.1 2.1
O 3.68485 2.16790 3.41046 -2.2 -1.2 1.8
O 3.49031 1.04143 5.63108 -0.5 0.4 -0.7
H 1.24104 3.79970 7.60981 0.5 -0.1 -0.1
H -0.08903 3.56740 6.59381 0.2 -0.4 -0.9
H 0.65337 5.10625 6.63119 0.2 0.1 -0.1
H 1.80632 4.51597 4.69944 0.5 0.0 0.0
H 2.92630 3.63107 5.87390 0.0 0.6 -0.1
H 1.65530 -0.55910 4.53912 0.2 0.0 0.0
H 2.54944 -0.28154 2.95778 -0.5 -0.5 1.6
H 0.93563 0.52681 3.33367 0.4 -0.3 -0.1
C -1.98099 -1.80784 -1.23436 -1.3 -2.1 -1.7
C -2.96161 -2.24198 -0.34868 2.1 -0.7 -0.3
C -2.76045 -3.56705 0.03435 -0.2 -1.4 -0.8
C -1.80396 -4.42490 -0.58672 -0.5 0.4 0.6
C -0.84160 -4.00069 -1.50822 -2.6 1.5 1.5
C -0.96905 -2.62467 -1.82352 -1.4 -4.7 1.9
H -1.96132 -0.78166 -1.57048 -4.4 -2.4 -0.6
H -3.68108 -1.53797 0.04265 -0.2 -0.3 0.1
H -3.46321 -4.08578 0.66954 -0.1 0.2 0.3
H -1.86258 -5.47697 -0.34979 0.0 -0.1 0.3
H -0.18160 -4.75646 -1.90776 0.3 0.5 -0.3
H -0.23466 -2.26526 -2.52913 -2.6 -3.7 1.4
C 0.86817 -1.02691 -0.87926 0.5 1.2 1.9
C -0.29175 -0.21174 -0.82786 3.6 1.2 2.1
C -0.34015 0.79534 0.14259 -0.6 -0.6 -0.8
C 0.67039 0.96129 1.07145 1.4 -0.7 -0.1
C 1.82396 0.15454 0.98668 -1.4 0.9 -0.6
C 1.91959 -0.78436 -0.02374 0.6 0.1 0.4
H 0.99969 -1.82233 -1.59788 1.4 -0.3 2.1
H -1.12320 -0.36359 -1.50020 4.2 2.6 0.9
H -1.24222 1.38490 0.07138 0.0 0.5 0.5
H 0.73253 1.67981 1.87536 -0.8 0.5 -0.3
H 2.51093 0.25085 1.81444 0.4 0.5 -2.4
H 2.86998 -1.28419 -0.13919 -0.1 -0.5 0.0
```
Positions in Å, forces in eV/Å.

HOMO-LUMO gap = 8.979 eV
structure (SMILES) = CCOS(C)(=O)=O.CCOS(C)(=O)=O.c1ccccc1.c1ccccc1
charge = 0
highest occupied orbital energy = -0.3119 Ha
E_tot = -53063.724 eV
energy relative to the best compared isomer or geometry (same formula, charge and spin) = 986.8 kJ/mol